(1)
C25H42Cl2N2O11P2W as an isolated structure, computed with ωB97M-V/def2-TZVPD.

Geometry as XYZ:
```
85
Properties=species:S:1:pos:R:3:forces:R:3
W -0.3332 -0.9339 1.6522 1.56 -0.15 0.00
O 0.8475 -2.6764 0.5553 -0.13 0.23 -0.12
C 1.9324 -3.2568 1.3250 0.09 0.11 0.05
C 2.7065 -2.1202 1.9597 -0.07 -0.01 -0.04
N 1.8536 -1.2498 2.8109 -0.13 0.00 0.01
C 2.4449 0.0802 3.0087 -0.05 0.10 -0.08
C 1.5169 1.1357 2.4412 -0.14 -0.14 0.02
O 1.8133 2.2256 2.0835 0.20 0.19 0.05
O 0.2173 0.7076 2.4037 0.04 0.12 0.05
C 1.5003 -1.9008 4.0836 -0.04 -0.10 -0.01
C 0.3886 -2.9031 3.8322 0.23 0.22 -0.12
O 0.1902 -3.8827 4.4704 -0.04 -0.17 0.12
O -0.3501 -2.5453 2.7710 -0.28 -0.12 0.07
H 0.2786 -3.3873 0.2397 -0.11 -0.15 0.01
H 2.5869 -3.7999 0.6444 0.03 0.01 -0.05
H 1.5359 -3.9637 2.0484 -0.03 -0.05 0.04
H 3.1153 -1.4960 1.1701 0.02 0.01 -0.02
H 3.5348 -2.5299 2.5433 0.00 -0.04 0.03
H 3.4076 0.1729 2.5149 0.06 -0.02 -0.03
H 2.6078 0.3019 4.0633 -0.02 -0.01 0.05
H 1.1104 -1.1551 4.7762 -0.02 0.06 0.02
H 2.3532 -2.3903 4.5529 0.04 -0.04 0.00
C -2.7672 1.5235 -3.9754 0.00 -0.03 -0.04
C -2.9774 0.4179 -2.9687 0.00 -0.01 0.03
C -2.1469 -0.8203 -3.2059 0.03 0.01 -0.05
O -2.7301 0.9716 -1.6091 0.14 0.00 0.04
P -1.5058 0.9669 -0.6764 0.10 0.22 -0.28
O -1.1506 -0.4334 -0.1737 0.08 -0.44 0.05
C -0.0045 1.5657 -1.4841 -0.14 0.08 0.03
P 1.4536 0.5906 -1.0551 0.12 -0.06 0.09
O 1.3638 -0.1944 0.2349 0.13 0.36 -0.07
O 2.5520 1.6852 -1.0281 -0.09 -0.11 -0.09
C 3.8736 1.6273 -0.3721 0.01 0.00 0.02
C 4.8129 0.7694 -1.1874 -0.03 0.01 -0.02
C 4.3123 3.0614 -0.2243 0.10 0.00 0.01
O 1.6170 -0.3302 -2.3039 -0.06 0.06 -0.05
C 2.0515 -1.7364 -2.3545 0.00 0.01 -0.01
C 3.0514 -1.8575 -3.4806 0.03 -0.02 0.02
C 0.8200 -2.5870 -2.5736 0.02 -0.08 -0.05
O -1.8380 1.8377 0.5381 -0.10 0.06 0.08
C -2.2277 3.2758 0.7373 0.09 0.03 -0.12
C -1.0305 3.9881 1.3137 0.00 0.00 -0.04
C -2.7602 3.8895 -0.5345 0.01 0.03 0.00
H -3.1006 1.1790 -4.9552 0.00 0.01 0.02
H -1.7142 1.7983 -4.0661 -0.03 -0.01 0.01
H -3.3467 2.4073 -3.7135 0.01 -0.01 0.00
H -4.0322 0.1601 -2.9054 -0.01 -0.01 -0.04
H -1.0789 -0.5883 -3.2587 -0.06 0.02 0.03
H -2.4298 -1.2521 -4.1665 -0.02 0.00 0.01
H -2.3158 -1.5700 -2.4321 0.00 0.02 -0.01
H 0.1726 2.6044 -1.2005 -0.02 -0.02 0.02
H -0.0996 1.5278 -2.5708 -0.04 0.00 0.03
H 3.6937 1.1813 0.6053 0.02 0.03 0.05
H 4.9100 1.1615 -2.2005 0.00 -0.02 0.01
H 4.4695 -0.2668 -1.2367 0.00 0.00 -0.02
H 5.8002 0.7712 -0.7242 -0.02 0.01 0.00
H 4.4503 3.5181 -1.2050 -0.03 0.01 0.02
H 5.2676 3.0953 0.3010 -0.02 0.00 0.00
H 3.5830 3.6317 0.3488 0.01 -0.01 -0.02
H 2.5075 -1.9574 -1.3874 0.00 -0.04 -0.02
H 2.5901 -1.5691 -4.4254 0.00 0.00 0.01
H 3.3800 -2.8944 -3.5657 -0.01 0.02 0.01
H 3.9276 -1.2334 -3.3165 -0.01 0.01 0.02
H 0.4202 -2.4278 -3.5766 0.03 0.01 0.03
H 0.0410 -2.3529 -1.8485 0.01 0.00 0.00
H 1.0846 -3.6430 -2.4914 0.00 0.00 0.01
H -3.0151 3.1902 1.4789 -0.05 -0.04 0.05
H -0.2437 4.1217 0.5680 0.01 -0.03 0.02
H -0.6252 3.4425 2.1615 0.03 0.00 0.03
H -1.3359 4.9793 1.6508 -0.02 -0.02 -0.01
H -2.0013 3.9169 -1.3215 -0.01 -0.01 0.01
H -3.0351 4.9231 -0.3197 0.00 -0.03 0.00
H -3.6445 3.3720 -0.8988 -0.01 -0.01 -0.02
Cl -3.7669 1.2502 3.5192 0.03 0.07 0.04
C -4.2451 -0.0728 2.5357 -0.06 -0.21 -0.07
C -5.5820 -0.3296 2.2820 0.06 0.06 0.05
C -5.9339 -1.4173 1.4981 -0.07 -0.01 -0.01
C -4.9727 -2.2589 0.9527 0.06 -0.04 -0.02
C -3.6417 -1.9988 1.2061 -0.13 0.05 0.06
Cl -2.4095 -3.0345 0.5375 -0.30 -0.08 -0.02
C -3.2595 -0.9099 2.0052 -0.04 0.11 0.14
N -1.9200 -0.6870 2.2033 -1.03 -0.02 -0.01
H -6.3378 0.3163 2.7071 0.01 -0.01 -0.01
H -6.9804 -1.6196 1.3117 0.03 0.00 0.00
H -5.2573 -3.1082 0.3471 0.02 0.01 0.01
```
Forces are in eV/Å.

Calculated values
Charge: +2
HOMO: -14.14 eV
ΔE to the lowest compared entry with this formula, charge and spin: 1.5019 eV
Largest force on an atom: 1.565 eV Å⁻¹
Molecular weight: 863.3 g/mol

(2)
C25H42Cl3ErN4O3Si as an isolated structure, computed with ωB97M-V/def2-TZVPD.

Geometry as XYZ:
```
79
Properties=species:S:1:pos:R:3:forces:R:3
C 1.7087 -1.1130 -4.0118 -0.10 -0.23 -0.31
C 1.2305 0.2579 -3.6573 -0.34 1.04 0.19
H 1.8330 -1.1959 -5.0977 0.05 -0.17 0.24
H 0.9924 -1.8782 -3.6775 0.19 0.16 -0.05
H 2.6705 -1.3345 -3.5319 -0.19 0.08 -0.03
C 0.6463 1.0912 -4.5267 0.44 -0.35 0.11
C 0.3411 0.7501 -5.9489 -0.23 0.04 -0.49
H 0.3710 2.1000 -4.2301 0.06 -0.16 0.14
H 0.0819 -0.3086 -6.0754 0.03 0.25 -0.04
H 1.1722 0.9766 -6.6337 -0.13 -0.05 0.13
H -0.5120 1.3567 -6.2812 0.12 -0.22 -0.09
Er -0.1540 -0.8848 1.1295 0.72 0.98 -0.81
Cl 2.4050 -0.9710 1.4876 0.17 0.11 -0.16
Cl -1.8400 -2.6101 1.9376 -0.13 -0.32 0.04
C 0.8771 2.2695 1.6739 -0.72 -0.63 -0.18
O 0.0359 1.3371 1.6033 0.84 1.18 0.18
N 0.5138 3.5439 1.8147 -0.09 -0.28 -0.05
C -0.9013 3.9008 1.9218 0.25 0.28 -0.01
C 1.4794 4.6292 1.8911 -0.04 0.16 0.08
H 1.9606 2.0655 1.6285 -0.34 0.04 -0.05
H -1.4968 2.9847 1.9193 0.11 0.27 0.02
H -1.1825 4.5509 1.0788 0.08 -0.28 0.20
H -1.0472 4.4683 2.8535 -0.06 -0.24 -0.21
H 2.4847 4.2543 1.6838 -0.19 0.04 0.02
H 1.4532 5.0914 2.8859 0.05 -0.16 -0.08
H 1.2315 5.4106 1.1606 0.07 -0.33 0.06
H -1.5392 -1.1266 -2.6637 -0.12 0.05 0.24
H -2.5123 1.6309 -3.4521 -0.15 -0.17 0.14
C -2.5379 -1.0541 -2.2135 0.30 0.02 -0.14
C -3.3170 1.2346 -2.8147 0.13 0.15 0.05
N -2.7901 0.3267 -1.8020 -0.37 0.28 0.65
H -2.6010 -1.7220 -1.3481 0.02 0.21 -0.18
C -2.5518 0.7435 -0.5528 0.23 -0.96 -0.44
O -2.0614 0.0085 0.3298 -0.66 0.87 -0.61
H -3.8267 2.0756 -2.3269 0.09 -0.21 -0.18
H -2.8431 1.7895 -0.3405 0.11 -0.34 -0.08
H -3.2895 -1.3217 -2.9621 0.02 -0.02 0.21
H -4.0195 0.6863 -3.4517 0.04 0.20 0.21
O 0.3781 -0.1376 -1.5358 -1.70 -0.58 1.56
C 1.3072 0.5888 -2.1653 0.45 0.63 0.25
C -0.1486 2.6407 -1.8347 0.10 0.10 0.11
C 1.1284 2.0792 -1.8366 0.45 -0.48 -0.47
H -1.0024 1.9647 -1.9580 0.57 0.41 0.00
C -0.2977 4.0183 -1.6920 -0.26 -0.23 -0.01
H 2.3215 0.3002 -1.8276 0.33 0.21 -0.02
C 2.2464 2.8721 -1.5855 -0.32 0.18 -0.18
H -1.3071 4.4458 -1.6906 0.39 0.01 -0.07
C 0.8286 4.8310 -1.5726 0.13 0.24 0.17
C 2.0993 4.2573 -1.4961 0.16 -0.05 0.14
H 3.2145 2.3703 -1.4957 -0.20 0.33 -0.15
H 0.7177 5.9163 -1.5090 0.03 -0.30 -0.03
H 2.9880 4.8819 -1.3664 -0.34 -0.10 -0.02
Si 0.4606 -4.4888 -0.0378 -0.36 -0.11 0.11
Cl 0.2969 -2.5231 -0.9047 0.25 -1.96 0.05
C -1.2308 -5.2764 0.1855 0.04 -0.13 0.07
C 1.4404 -4.4112 1.5677 0.07 -0.04 -0.13
C 1.3261 -5.5233 -1.3300 0.04 -0.03 -0.01
H -2.0414 -4.6605 -0.2232 0.19 -0.18 0.16
H -1.4266 -5.4565 1.2522 -0.06 0.16 -0.34
H -1.2182 -6.2502 -0.3284 -0.06 0.24 0.07
H 0.6311 -5.7171 -2.1619 0.31 0.11 0.16
H 1.5838 -6.4954 -0.8782 -0.04 0.25 -0.14
H 2.2410 -5.0520 -1.7011 -0.11 -0.13 -0.04
H 1.4372 -3.4262 2.0512 0.01 -0.33 -0.19
H 2.4862 -4.6869 1.3694 -0.20 0.18 0.06
H 1.0271 -5.1447 2.2720 0.01 0.12 -0.13
N -0.6661 -1.6073 7.6140 -0.33 0.05 0.83
C -0.4153 -1.3325 6.3139 0.25 -0.02 -0.79
C 0.7203 -1.8793 5.6675 -0.46 0.42 -0.45
C 0.9034 -1.6178 4.3152 -0.42 0.17 0.39
N 0.0352 -0.8928 3.5890 -0.20 0.41 0.20
C -1.0307 -0.3321 4.2002 0.51 -0.78 0.71
C -1.2875 -0.5128 5.5582 0.34 -0.04 -0.58
H -0.0557 -2.1979 8.1565 -0.11 0.14 -0.21
H -1.4757 -1.2248 8.0860 0.34 -0.15 -0.27
H 1.4293 -2.5111 6.1952 -0.13 0.14 0.00
H 1.7750 -1.9908 3.7734 -0.30 0.09 0.19
H -1.7177 0.2262 3.5571 0.20 -0.11 0.30
H -2.1675 -0.0579 6.0077 0.18 -0.12 -0.02
```
Forces are in eV/Å.

Calculated values
HOMO (spin up / spin down): -6.99 / -6.99 eV
2S+1: 4
Largest force on an atom: 2.377 eV Å⁻¹
Molecular weight: 748.3 g/mol

(3)
C25H42Cl3MnN4O3Si as an isolated structure, computed with ωB97M-V/def2-TZVPD.

Geometry as XYZ:
```
79
Properties=species:S:1:pos:R:3:forces:R:3
C -3.4910 0.7490 -2.2321 0.15 -0.04 -0.44
C -3.4004 -0.0097 -0.9552 -0.45 -0.62 1.28
H -4.3480 0.4595 -2.8468 0.11 0.10 0.11
H -2.5790 0.6068 -2.8219 -0.21 0.08 0.12
H -3.5731 1.8203 -2.0105 0.08 -0.11 -0.05
C -4.2378 -0.9966 -0.5961 -0.11 0.65 -0.25
C -5.3342 -1.5206 -1.4689 -0.45 -0.28 -0.31
H -4.2388 -1.3951 0.4210 0.29 0.05 -0.31
H -5.1733 -1.3002 -2.5347 -0.05 -0.16 0.37
H -6.3147 -1.0921 -1.1958 0.21 -0.15 -0.04
H -5.4245 -2.6133 -1.3609 -0.02 0.24 -0.08
Mn 0.7523 0.7648 -0.6195 -0.29 -1.11 0.39
Cl 0.0210 2.7926 0.0917 -0.28 1.54 0.55
Cl 2.3019 0.0529 -2.2825 0.61 -0.39 -0.03
C 0.3360 0.2982 3.0913 0.21 0.08 -0.86
O 0.7469 -0.2522 2.0745 -0.28 0.48 1.03
N 0.3003 -0.2889 4.3143 -0.06 -0.10 0.26
C 0.7872 -1.6517 4.4842 -0.23 0.27 0.07
C -0.2717 0.3704 5.4807 0.21 -0.22 -0.26
H -0.0277 1.3542 3.0909 0.10 -0.50 -0.05
H 1.3316 -1.9409 3.5823 -0.10 0.05 0.15
H -0.0483 -2.3450 4.6538 0.11 0.10 -0.10
H 1.4391 -1.6926 5.3642 0.05 -0.01 -0.14
H -0.6628 1.3543 5.1991 0.08 -0.25 0.03
H 0.4966 0.4899 6.2575 -0.12 0.06 -0.09
H -1.0882 -0.2342 5.9006 0.08 0.16 -0.16
H -1.5266 -2.0194 -2.1333 0.30 -0.08 0.09
H -2.6751 -3.6623 -0.2258 0.15 0.00 -0.07
C -0.6197 -2.6040 -1.9253 -0.13 0.24 -0.10
C -1.6745 -4.1118 -0.2907 0.27 0.47 0.17
N -0.6574 -3.1023 -0.5649 0.57 -0.61 0.42
H 0.2580 -1.9641 -2.0611 -0.23 -0.16 0.02
C 0.3706 -2.8711 0.3117 0.55 0.30 -1.13
O 1.3647 -2.1876 0.0634 -1.21 -0.95 0.52
H -1.4568 -4.6025 0.6654 -0.05 0.02 -0.20
H 0.2113 -3.4091 1.2760 0.15 0.30 -0.22
H -0.5831 -3.4688 -2.5983 0.12 0.07 -0.11
H -1.6744 -4.8488 -1.1007 0.00 -0.05 0.15
O -1.0914 -0.0285 -0.6495 0.33 -0.55 0.17
C -2.2406 0.4192 -0.0451 0.28 0.03 -0.29
C -2.0857 -1.3812 1.7239 -0.27 -0.38 0.10
C -2.4172 -0.0714 1.3878 -0.47 0.02 0.03
H -1.6133 -1.9882 0.9586 -0.14 0.43 0.34
C -2.4332 -1.9352 2.9580 0.16 0.45 -0.30
H -2.2417 1.5160 -0.0221 -0.17 0.24 0.21
C -3.0467 0.7196 2.3516 -0.03 -0.26 -0.13
H -2.1381 -2.9620 3.1902 -0.21 0.24 -0.02
C -3.1346 -1.1536 3.8776 0.20 -0.27 0.03
C -3.4392 0.1674 3.5725 0.20 0.39 0.20
H -3.2490 1.7614 2.1130 -0.09 -0.11 0.06
H -3.4089 -1.5771 4.8384 -0.08 0.07 -0.01
H -3.9465 0.7912 4.3163 0.12 -0.21 -0.27
Si 1.4947 1.9440 -4.2172 -0.45 0.24 -0.88
Cl -0.2976 1.5136 -3.1275 0.31 0.42 -1.46
C 2.3767 0.5449 -5.1343 0.11 -0.54 -0.19
C 2.2159 3.3627 -3.2123 0.31 -0.15 0.09
C 1.1211 2.8160 -5.9079 -0.70 0.25 0.35
H 2.1101 -0.4561 -4.7796 0.27 0.31 0.07
H 3.4606 0.6897 -5.0514 -0.08 -0.21 0.21
H 2.1415 0.5814 -6.2077 0.04 0.14 0.29
H 0.8475 2.0760 -6.6709 -0.08 0.22 0.21
H 2.0405 3.3099 -6.2641 -0.15 -0.11 0.21
H 0.3242 3.5627 -5.8614 0.08 0.15 -0.06
H 2.2272 3.1892 -2.1321 0.00 -0.12 -0.29
H 1.6013 4.2565 -3.3898 0.04 -0.26 -0.08
H 3.2344 3.5872 -3.5496 -0.02 0.00 0.07
N 6.7827 1.8873 1.1290 0.93 0.63 0.19
C 5.4528 1.6478 0.9758 -1.18 -0.37 -0.61
C 4.5965 2.6866 0.5391 -0.30 -0.66 0.09
C 3.2585 2.3953 0.2807 0.55 -0.91 0.32
N 2.7574 1.1433 0.3705 0.42 0.51 0.85
C 3.5464 0.1523 0.8297 0.26 0.61 -0.19
C 4.8878 0.3549 1.1517 -0.22 0.75 -0.18
H 7.1493 2.8233 0.9662 -0.26 -0.70 0.15
H 7.4267 1.1778 1.4363 -0.23 0.11 -0.07
H 4.9611 3.6936 0.3502 0.07 -0.15 0.18
H 2.5565 3.1844 0.0033 0.15 -0.36 0.00
H 3.0905 -0.8434 0.9180 0.11 0.53 -0.14
H 5.4857 -0.4866 1.4865 0.05 0.13 -0.01
```
Forces are in eV/Å.

Calculated values
Charge: -1
HOMO (spin up / spin down): -3.87 / -5.00 eV
2S+1: 6
ΔE to the lowest compared entry with this formula, charge and spin: 0.7053 eV
Largest force on an atom: 1.656 eV Å⁻¹
Molecular weight: 636.0 g/mol